1.
88
Properties=species:S:1:pos:R:3:forces:R:3 method="wB97M-V/def2-TZVPD" e_above_lowest_kj_mol=253.7 orbital_gap_ev=6.461 lumo_energy_ha=-0.240 total_charge=+2 mol_weight_g_mol=693.72
Ti -0.5229 -0.2076 -0.4364 0.62 -0.01 -0.05
C 3.7831 0.1652 2.6088 -0.02 -0.07 -0.02
N 2.5071 0.1270 1.8894 0.10 0.17 -0.07
C 1.4094 -0.4082 2.6799 -0.34 0.03 -0.02
C 2.4353 0.2151 0.5582 -0.02 0.05 -0.31
N 1.4719 -0.5589 -0.1045 0.56 -0.31 0.22
C 1.9473 -1.9125 -0.0013 -0.02 0.17 0.15
C 3.2871 -2.2805 -0.0832 -0.02 -0.09 0.07
C 3.6536 -3.6032 0.1070 -0.15 -0.08 0.03
C 2.6812 -4.5524 0.4046 0.12 0.14 -0.04
C 1.3511 -4.1816 0.4902 -0.04 0.03 -0.02
C 0.9743 -2.8577 0.2555 0.00 -0.08 0.19
N -0.3363 -2.3639 0.3215 0.17 0.65 -0.34
C -1.2407 -3.3807 0.1265 -0.33 -0.21 0.21
N -1.2384 -4.0873 -1.0006 -0.04 -0.01 -0.10
C -1.6149 -5.5012 -1.0642 0.03 0.04 0.00
C -0.5422 -3.6354 -2.1968 0.06 0.11 -0.04
N -2.1074 -3.6878 1.1062 0.19 0.03 -0.11
C -1.7485 -3.5039 2.5083 -0.03 0.10 0.03
C -3.4006 -4.3313 0.8993 -0.07 0.00 -0.05
N 3.3336 0.9255 -0.1175 -0.04 -0.07 0.10
C 3.5338 0.7647 -1.5506 -0.13 -0.05 -0.05
C 3.9848 2.1208 0.4124 0.03 0.07 0.07
H 3.8509 -0.7497 3.1976 0.03 0.01 0.02
H 3.8421 1.0226 3.2790 0.01 -0.01 0.02
H 4.6090 0.1886 1.9040 0.01 -0.06 0.08
H 1.4765 0.0209 3.6797 0.01 -0.06 -0.04
H 1.4806 -1.4976 2.7468 -0.04 0.02 0.01
H 0.4381 -0.1261 2.2566 0.28 -0.09 0.11
H 4.0562 -1.5487 -0.2832 0.03 0.07 -0.03
H 4.6916 -3.8882 0.0386 0.08 -0.03 -0.01
H 2.9599 -5.5797 0.5819 0.04 -0.07 0.01
H 0.6088 -4.9238 0.7562 -0.02 -0.03 0.00
H -1.8402 -5.8869 -0.0764 0.05 -0.03 -0.05
H -0.7605 -6.0493 -1.4654 -0.03 -0.01 -0.01
H -2.4703 -5.6480 -1.7217 -0.02 -0.03 0.00
H -0.4565 -2.5510 -2.1985 0.01 -0.26 -0.04
H -1.1287 -3.9375 -3.0636 0.02 0.01 -0.01
H 0.4465 -4.0971 -2.2503 0.01 0.03 -0.02
H -1.6853 -4.4794 2.9941 0.02 0.01 -0.01
H -2.5171 -2.9251 3.0250 0.03 0.00 0.00
H -0.7907 -2.9983 2.5779 0.00 0.01 0.05
H -3.6591 -4.3293 -0.1546 -0.05 0.02 0.06
H -4.1500 -3.7486 1.4373 -0.01 -0.04 -0.02
H -3.3989 -5.3501 1.2905 -0.06 0.03 -0.01
H 4.5886 0.5559 -1.7367 -0.03 0.02 -0.02
H 3.2559 1.6905 -2.0586 0.01 -0.04 -0.01
H 2.9280 -0.0556 -1.9260 0.07 0.04 0.02
H 5.0286 2.1262 0.1012 0.00 0.02 0.04
H 3.9356 2.1704 1.4942 -0.06 0.12 -0.17
H 3.4747 2.9890 -0.0102 0.07 0.02 0.00
C -1.3709 7.0880 2.2218 0.02 0.07 0.08
C -1.6371 5.7272 1.6565 -0.03 0.02 -0.08
C -1.5255 4.5845 2.4389 0.00 -0.08 0.00
C -1.7751 3.3248 1.9140 0.02 0.07 0.01
C -2.1295 3.2225 0.5817 0.10 0.17 -0.12
C -2.2608 4.3464 -0.2324 0.02 0.04 0.22
C -2.0137 5.5896 0.3172 0.00 -0.09 -0.01
S -2.5695 1.7046 -0.1383 -0.24 -0.50 0.18
O -1.8828 1.5062 -1.4216 -0.09 0.18 -0.05
O -3.9915 1.5809 -0.1618 0.09 0.08 0.00
N -1.8743 0.4927 0.7869 -0.48 -0.11 -0.05
C -2.8718 -0.6107 0.8868 -0.14 0.07 0.11
C -3.0474 -1.2782 -0.4906 0.49 0.23 -0.35
O -3.9842 -1.8966 -0.8665 -0.08 -0.10 0.09
O -1.9177 -1.0789 -1.2690 -0.64 -0.07 0.25
H -1.3158 7.0669 3.3079 0.01 -0.01 0.01
H -2.1528 7.7892 1.9348 -0.03 0.02 -0.02
H -0.4268 7.4820 1.8434 0.03 0.01 0.00
H -1.2531 4.6799 3.4803 0.02 0.00 0.06
H -1.6947 2.4443 2.5347 -0.01 -0.05 -0.01
H -2.5737 4.2510 -1.2628 -0.04 -0.03 -0.07
H -2.1386 6.4766 -0.2892 -0.01 0.05 -0.05
H -3.8415 -0.2390 1.2191 0.09 -0.07 0.08
H -2.4938 -1.3448 1.5947 -0.06 0.07 -0.08
C 0.0235 0.7237 -3.5471 0.12 -0.14 0.04
N 0.0312 2.1647 -3.3772 0.13 0.09 0.12
C -0.2645 3.0767 -4.3752 -0.02 0.17 0.07
C -0.1820 4.3096 -3.8330 -0.03 -0.12 -0.15
N 0.1517 4.1306 -2.5093 0.02 -0.21 0.04
C 0.2764 2.8204 -2.2301 -0.06 0.13 0.15
S 0.7262 2.2190 -0.6926 -0.08 -0.36 -0.07
H 0.3090 0.4835 -4.5712 -0.05 0.03 0.07
H -0.9742 0.3210 -3.3452 0.15 0.02 0.00
H 0.7915 0.2922 -2.8855 -0.24 0.07 -0.09
H -0.5022 2.7601 -5.3714 -0.03 0.00 -0.13
H -0.3246 5.2805 -4.2649 -0.01 0.08 -0.06
H 0.2647 4.8503 -1.8125 -0.02 -0.01 0.00

***

2.
12
Properties=species:S:1:pos:R:3:forces:R:3 method="wB97M-V/def2-TZVPD" e_above_lowest_kj_mol=73.8 orbital_gap_ev=10.301 lumo_energy_ha=0.043 total_charge=0 mol_weight_g_mol=74.10 smiles="CC/C=C/F"
C 0.1532 -0.2773 1.5559 -1.76 -2.13 -0.96
C -0.4192 -0.7147 0.1186 -0.84 -1.37 2.25
C 0.3280 0.0176 -0.8408 1.24 0.96 -2.88
C -0.0899 0.9643 -1.6711 -1.09 -0.03 1.72
F 0.7440 1.9111 -2.0881 0.84 0.20 -1.21
H -0.3406 -0.9284 2.2943 0.11 0.65 0.07
H 1.2056 -0.3486 1.7176 0.93 -0.78 -0.61
H 0.0110 0.7411 1.6980 -1.01 1.88 0.52
H -1.5135 -0.6440 -0.0511 0.43 0.83 0.70
H -0.3427 -1.7971 0.0888 0.73 -0.32 -0.31
H 1.3808 -0.1652 -0.9626 0.63 0.10 0.69
H -1.1167 1.2413 -1.8595 -0.20 0.01 0.03

***

3.
119
Properties=species:S:1:pos:R:3:forces:R:3 method="wB97M-V/def2-TZVPD" orbital_gap_ev="7.526 / 6.037" spin_multiplicity=4 lumo_energy_ha="-0.312 / -0.370" total_charge=+3 mol_weight_g_mol=1172.04
Re 0.1262 1.2685 1.4503 -0.59 -1.64 -3.18
Cl 0.0514 2.1369 3.5824 -0.27 0.82 1.21
C 1.3422 1.6276 4.6025 1.59 -0.87 0.74
C 1.3681 2.0548 5.9179 -0.29 0.16 -0.24
C 2.4131 1.6442 6.7306 0.03 -0.11 -0.22
C 3.4057 0.8188 6.2217 0.01 -0.01 -0.04
C 3.3785 0.4172 4.8956 -0.14 0.01 -0.07
C 2.3288 0.8076 4.0646 -0.52 0.11 -0.22
P 2.3091 0.4005 2.2848 1.14 -0.20 0.70
C 3.9536 0.9769 1.7636 -0.24 -0.07 -0.26
C 4.9918 0.0392 1.7780 -0.09 -0.04 -0.01
C 6.2827 0.4351 1.4856 0.07 -0.03 0.02
C 6.5514 1.7577 1.1690 -0.04 0.02 0.04
C 5.5322 2.6981 1.2025 0.02 -0.03 -0.01
C 4.2338 2.3139 1.4982 -0.05 0.12 -0.06
C 2.4321 -1.3931 2.0766 -0.19 0.01 -0.22
C 2.3511 -2.3207 3.1094 0.02 0.20 -0.02
C 2.4600 -3.6721 2.8205 -0.01 -0.02 -0.01
C 2.6535 -4.0966 1.5138 0.06 0.09 -0.09
C 2.7470 -3.1688 0.4834 0.12 -0.09 0.05
C 2.6222 -1.8209 0.7600 0.02 0.18 0.21
H 0.5976 2.7061 6.2946 -0.13 0.13 0.10
H 2.4559 1.9781 7.7554 -0.04 0.03 0.09
H 4.2115 0.4956 6.8608 0.12 -0.02 0.05
H 4.1738 -0.1959 4.4943 0.07 -0.02 0.01
H 4.8015 -0.9939 2.0253 0.06 -0.05 -0.05
H 7.0780 -0.2959 1.5117 0.04 -0.02 -0.05
H 7.5552 2.0526 0.9035 0.08 0.06 0.04
H 5.7507 3.7360 1.0018 -0.03 0.07 -0.05
H 3.4621 3.0646 1.5226 -0.11 0.05 0.02
H 2.2208 -1.9950 4.1306 -0.05 0.03 0.11
H 2.4188 -4.3942 3.6222 0.02 -0.07 0.09
H 2.7558 -5.1488 1.2967 0.06 -0.12 0.00
H 2.9355 -3.4956 -0.5278 -0.02 -0.04 -0.11
H 2.6866 -1.0820 -0.0297 0.06 -0.04 -0.13
O -0.9670 -0.3602 2.0391 0.02 1.17 -0.47
O -0.2718 -1.6070 1.9716 0.62 -0.45 0.48
F -0.3116 4.4868 1.5871 0.02 0.33 -0.03
B 1.0532 4.4459 1.3652 -1.00 0.17 0.26
F 1.7594 4.3404 2.4950 0.62 -0.06 0.72
F 1.5074 5.2131 0.3993 0.38 0.36 -0.66
F 1.1402 2.9271 0.7693 -0.19 -1.20 -0.01
O 0.0884 0.6820 -0.6072 0.91 0.22 3.65
P -0.5858 0.8868 -1.9722 -1.06 0.52 -1.36
C 0.8521 0.9227 -3.1622 -0.43 0.02 0.51
C 1.6188 -0.4009 -3.1832 -0.10 -0.23 0.09
C 1.0300 -1.4349 -4.1402 0.21 0.10 -0.05
C 0.8329 -0.8642 -5.5419 -0.22 -0.07 0.07
C 0.0198 0.4243 -5.5371 0.19 -0.01 -0.01
C 0.6107 1.4443 -4.5742 -0.30 0.17 -0.19
C -1.8118 -0.5248 -2.0092 0.46 0.69 -0.21
C -2.5366 -0.8889 -3.2978 0.26 -0.41 -0.18
C -3.3021 -2.1914 -3.0561 -0.35 0.36 -0.11
C -4.3697 -1.9737 -1.9922 0.20 -0.25 0.12
C -3.7260 -1.5267 -0.6842 -0.22 0.23 -0.24
C -2.8458 -0.2928 -0.9027 0.14 -0.17 0.37
C -1.4776 2.5184 -1.8702 0.33 -0.78 -0.10
C -2.4919 2.7757 -2.9813 -0.32 0.00 0.02
C -2.9998 4.2131 -2.8691 -0.11 -0.11 -0.15
C -1.8957 5.2331 -3.1407 0.01 0.39 -0.05
C -0.5082 4.6596 -2.8890 0.17 -0.06 -0.16
C -0.5018 3.6980 -1.7089 0.37 0.18 0.07
H 1.4796 1.6553 -2.6308 -0.18 -0.04 0.01
H 1.6747 -0.8094 -2.1697 0.15 -0.04 0.01
H 2.6372 -0.1751 -3.5079 0.05 0.04 0.09
H 0.0824 -1.8064 -3.7471 -0.09 -0.11 0.02
H 1.7168 -2.2820 -4.1992 -0.11 -0.07 0.08
H 0.3409 -1.6073 -6.1693 0.09 -0.02 -0.09
H 1.8083 -0.6574 -5.9827 0.10 -0.04 -0.06
H -1.0211 0.2256 -5.2827 -0.07 0.03 -0.05
H 0.0254 0.8506 -6.5404 -0.11 0.03 0.01
H -0.0167 2.3338 -4.5531 0.12 0.06 -0.04
H 1.5851 1.7511 -4.9599 0.06 0.09 0.04
H -1.1635 -1.3675 -1.7298 -0.05 0.08 -0.09
H -1.8335 -1.0378 -4.1131 -0.06 0.06 -0.02
H -3.2436 -0.1117 -3.5915 0.05 0.10 -0.03
H -2.6016 -2.9669 -2.7318 0.07 -0.13 -0.05
H -3.7623 -2.5213 -3.9854 0.04 -0.10 -0.05
H -4.9428 -2.8863 -1.8327 -0.10 0.01 -0.01
H -5.0616 -1.2044 -2.3375 -0.12 0.01 -0.03
H -3.1299 -2.3424 -0.2682 -0.03 -0.01 0.03
H -4.5062 -1.2829 0.0395 0.05 -0.06 0.13
H -2.3519 -0.0304 0.0392 -0.11 0.04 -0.06
H -3.4943 0.5336 -1.1967 0.00 0.13 -0.02
H -2.0204 2.3922 -0.9173 0.00 -0.09 -0.22
H -3.3348 2.0888 -2.8954 0.01 -0.10 -0.08
H -2.0434 2.6256 -3.9626 0.00 -0.07 -0.11
H -3.3959 4.3616 -1.8613 -0.10 -0.02 0.06
H -3.8267 4.3639 -3.5625 -0.06 -0.02 0.09
H -2.0567 6.1088 -2.5081 0.03 -0.02 -0.02
H -1.9476 5.5979 -4.1676 -0.05 -0.05 0.01
H 0.2002 5.4657 -2.6944 0.02 -0.06 0.00
H -0.1461 4.1501 -3.7848 0.02 0.05 0.02
H -0.7888 4.2707 -0.8255 0.09 -0.08 0.09
H 0.5156 3.3371 -1.5453 -0.01 0.14 0.15
C -4.1899 2.4428 0.9710 0.12 -0.17 -0.26
Te -2.3563 2.5768 2.1054 -1.76 0.35 -0.03
C -3.2095 1.2864 3.5935 0.13 -0.17 -0.11
H -4.9377 2.9667 1.5641 0.19 0.04 0.24
H -4.5001 1.4114 0.8319 0.15 -0.07 0.02
H -4.1163 2.9532 0.0153 0.24 0.00 -0.04
H -3.4312 0.3147 3.1639 0.06 -0.03 -0.09
H -4.1297 1.7590 3.9299 0.03 0.15 -0.10
H -2.5382 1.1754 4.4402 0.08 0.06 -0.08
S -0.5405 -2.4870 0.6255 -0.27 -0.09 -0.39
C -1.1209 -4.0316 1.2555 0.01 0.35 0.38
N -1.0764 -4.3145 2.5391 0.01 0.37 -0.26
C -1.3744 -5.6576 3.0216 -0.14 -0.62 0.12
C -0.9192 -6.6643 1.9689 -0.17 0.17 -0.03
C -1.5976 -6.3558 0.6419 -0.02 -0.65 0.23
N -1.4785 -4.9275 0.3536 0.12 0.42 -0.18
H -0.7846 -3.5958 3.1882 0.06 0.02 -0.16
H -2.4473 -5.7515 3.2119 0.08 0.02 0.03
H -0.8435 -5.8173 3.9589 -0.04 0.11 -0.02
H -1.1709 -7.6762 2.2811 0.02 0.03 0.00
H 0.1627 -6.6012 1.8512 0.06 -0.04 0.04
H -2.6520 -6.6426 0.6650 0.06 0.10 -0.03
H -1.1111 -6.9018 -0.1669 -0.08 0.04 0.00
H -1.5618 -4.6477 -0.6147 0.02 0.12 0.09